Molecular formula: C46H47N4OS
Method: DFT, ωB97M-V with the def2-TZVPD basis set

Structure (XYZ):
```
99
Properties=species:S:1:pos:R:3
S 1.920 -1.085 -0.061
O 2.786 5.961 -0.787
N -0.602 -2.069 -0.343
N 1.230 -3.235 -1.298
N 1.059 3.260 0.693
N 1.757 5.347 1.192
C -5.626 -5.821 -1.989
C -3.987 1.209 -2.372
C -4.832 -4.283 -0.295
C 0.670 -2.215 -0.579
C 1.198 4.170 1.840
C 3.051 2.872 -0.781
C 2.761 3.337 -3.222
C 0.055 1.399 1.876
C -1.442 -1.772 3.287
C 3.364 -3.902 -2.403
C -1.450 -0.219 5.602
C -1.464 -2.933 -1.146
C -2.961 1.078 -1.424
C -2.936 -2.684 -0.742
C 5.419 4.175 -3.451
C 4.975 3.592 -2.260
C 0.443 -4.408 -1.708
C -3.386 -1.318 -1.278
C 3.625 3.253 -2.125
C 2.592 -3.073 -1.592
C 5.280 -2.461 -1.953
C 1.806 3.718 -0.475
C 4.475 -1.611 -1.175
C -0.457 0.108 1.979
C -5.715 -5.290 -0.696
C -1.909 -1.539 5.663
C 0.477 2.039 0.717
C -0.139 4.536 2.505
C 2.190 3.622 2.880
C -4.674 -5.332 -2.890
C -0.939 -4.358 -1.093
C -1.913 -2.302 4.482
C 3.129 -1.931 -0.991
C -3.814 -4.296 -2.500
C -4.440 -1.168 -2.193
C -1.001 0.329 4.412
C 3.197 3.937 -4.404
C -2.388 -2.104 6.965
C -3.878 -3.798 -1.193
C 2.196 5.143 -0.086
C -0.963 -0.436 3.211
C 4.521 4.383 -4.508
C -2.709 -0.170 -0.857
C -4.731 0.085 -2.745
C 2.049 6.568 1.907
C 4.725 -3.593 -2.572
H 5.360 -4.234 -3.187
H 2.900 -4.764 -2.886
H -2.351 1.932 -1.120
H -1.402 -2.635 -2.218
H -1.943 -0.279 -0.093
H -0.451 -0.566 1.118
H -1.815 -2.995 7.252
H -4.210 2.184 -2.809
H 0.973 -5.314 -1.397
H -0.930 -4.710 -0.050
H 2.732 6.379 2.746
H -0.749 3.648 2.682
H -0.696 5.225 1.854
H 0.168 1.945 2.812
H 6.341 -2.232 -2.078
H -4.868 -3.855 0.713
H -2.283 -3.328 4.508
H -4.592 -5.742 -3.900
H -3.103 -3.867 -3.215
H 2.508 7.282 1.218
H 0.374 1.554 -0.258
H 6.463 4.480 -3.542
H 1.129 3.771 -1.346
H 2.494 4.067 -5.227
H -6.310 -6.612 -2.299
H -5.038 -2.031 -2.492
H 0.068 5.027 3.466
H -5.543 0.172 -3.470
H -1.445 0.392 6.506
H 0.377 -4.421 -2.806
H 1.121 6.982 2.317
H 5.651 3.437 -1.414
H 4.867 -0.708 -0.710
H 2.782 1.804 -0.746
H -1.589 -5.030 -1.659
H 1.945 2.590 3.146
H 4.855 4.888 -5.415
H 3.798 3.037 0.014
H -1.415 -2.370 2.371
H 2.139 4.247 3.782
H -6.472 -5.644 0.007
H -3.438 -2.415 6.903
H -0.669 1.368 4.416
H -2.292 -1.362 7.766
H 1.734 2.981 -3.122
H 3.212 3.649 2.473
H -2.980 -2.640 0.360
```

The total energy is -2473.3455 a.u. The value obtained for the gap between HOMO and LUMO is 5.82 eV. Its charge is +1. The HOMO energy comes out at -10.1759 eV.



Molecular formula: C5H10O2
Method: DFT, ωB97M-V with the def2-TZVPD basis set

Structure (XYZ):
```
17
Properties=species:S:1:pos:R:3
O 0.619 0.946 -0.544
O -0.875 -1.630 0.625
C -2.030 0.464 0.092
C 0.321 -0.418 -0.657
C 0.523 -1.344 0.558
C -1.184 -0.689 -0.425
C 1.845 1.304 0.038
H 0.733 -0.837 -1.587
H -2.604 0.948 -0.703
H 2.674 1.273 -0.682
H 1.123 -2.247 0.384
H 0.882 -0.852 1.471
H -1.413 1.222 0.571
H -2.735 0.061 0.823
H 2.092 0.667 0.895
H -1.688 -1.196 -1.252
H 1.716 2.329 0.393
```

The total energy is -346.9267 a.u. The value obtained for the gap between HOMO and LUMO is 10.60 eV. Its charge is 0. The HOMO energy comes out at -9.6018 eV. Its relative energy (zero: lowest compared OMol25 entry of this formula, charge and spin) is 259.2 kJ/mol. Its structure (SMILES) is CO[C@H]1CO[C@H]1C.